No. 1
The following is a quantum chemistry calculation of a cluster of 12 separate species, C35H73N3O21S2 in total in a non-equilibrium geometry, from the Open Molecules 2025 dataset.

## Properties
* HOMO: -0.339 Eh
* energy relative to the best compared isomer or geometry (same formula, charge and spin): 20.47 kcal per mole
* multiplicity: 1
* LUMO level: -0.05 eV
* structure (SMILES): C[N+](=O)[O-].C[N+](=O)[O-].C[N+](=O)[O-].O=S1(=O)OCCO1.O=S1(=O)OCCO1.C1CCOC1.C1CCOC1.C1CCOC1.C1CCOC1.C1CCOC1.C1CCOC1.C1CCOC1
* charge: 0

```
134
Properties=species:S:1:pos:R:3:forces:R:3
C -2.9532 1.4546 -3.1734 0.87 -0.73 1.24
N -4.1303 0.5618 -2.9403 1.40 -1.37 -2.01
O -4.5839 -0.0055 -3.9174 -0.52 0.56 -0.48
O -4.4289 0.2313 -1.8327 -0.61 0.40 2.19
H -2.1918 1.1343 -2.3867 -1.02 0.64 -1.09
H -3.2553 2.4739 -3.0444 -0.13 0.51 0.30
H -2.5946 1.2602 -4.1760 -0.05 -0.09 0.01
C -7.3523 1.4923 -0.8580 0.26 -0.49 1.42
N -6.1804 1.7521 0.1442 -1.92 -0.79 -0.31
O -5.3835 2.5681 -0.2175 0.62 0.38 -0.10
O -6.1627 1.1444 1.2085 0.06 0.32 -0.79
H -8.2240 1.0516 -0.3293 0.87 0.23 -0.26
H -6.9407 0.8421 -1.6131 0.12 -0.37 -0.08
H -7.5948 2.4314 -1.3100 -0.03 0.57 -0.05
C -4.5626 4.7082 1.6194 -0.24 0.30 0.52
N -3.4017 4.0318 2.2803 -0.17 -2.85 0.20
O -3.0796 4.3027 3.4346 -0.42 0.29 -1.52
O -2.9491 3.0659 1.6449 -0.01 1.63 0.80
H -4.3060 4.8354 0.5576 -0.17 0.25 0.65
H -4.6910 5.5718 2.2565 -0.11 0.69 -0.55
H -5.5120 4.1273 1.6935 1.20 -0.09 0.11
C 5.5904 0.3781 -0.2728 0.84 -0.26 -1.30
C 5.5155 -1.0663 -0.8727 1.73 1.08 0.12
C 4.2287 -1.2158 -1.6278 0.88 0.66 0.48
O 3.5471 -0.0300 -1.3738 -1.83 0.05 -0.01
C 4.4143 0.9927 -0.9831 -0.05 0.32 0.46
H 6.5485 0.8899 -0.4952 -0.54 -0.24 -0.41
H 5.6172 0.3930 0.7862 -0.73 -0.24 1.15
H 5.6181 -1.6479 -0.0139 0.06 -1.77 1.02
H 6.3478 -1.2382 -1.5491 0.26 -0.15 0.17
H 3.6466 -2.0441 -1.3015 -0.66 -0.68 0.24
H 4.4846 -1.3346 -2.6631 -0.23 -0.02 -0.93
H 3.8048 1.6900 -0.4182 0.15 0.21 0.02
H 4.8327 1.4357 -1.8541 0.09 0.94 -1.04
C 3.2272 -5.8142 1.6271 0.46 -1.01 -0.75
C 3.8080 -5.7030 3.0405 -1.10 1.43 0.23
C 4.2652 -4.1904 3.0732 1.61 -0.85 -0.29
O 3.8828 -3.6396 1.8088 0.74 1.30 1.00
C 2.8644 -4.3913 1.2622 -0.21 -0.79 -2.00
H 2.2980 -6.3547 1.7297 -0.06 -0.77 -0.58
H 3.9179 -6.2416 0.8212 -0.92 0.36 1.33
H 4.5763 -6.3959 3.3466 0.18 -0.21 -0.17
H 2.9046 -5.8402 3.7009 1.15 0.20 -0.19
H 5.4021 -4.0382 3.1335 -1.62 -0.36 0.08
H 3.7987 -3.6909 3.9167 -0.15 0.35 0.03
H 2.9434 -4.3035 0.1302 -0.46 0.29 1.34
H 1.8498 -4.1224 1.6067 0.31 0.19 -0.01
C 3.8063 4.2862 0.4037 0.03 0.28 0.34
C 2.3307 4.2682 0.0380 0.46 0.49 -0.13
C 2.2751 5.2787 -1.0735 -1.13 0.61 -0.21
O 3.4507 5.0616 -1.7806 1.15 -0.11 -1.27
C 4.5040 4.6854 -0.9048 0.70 -0.32 0.65
H 4.0983 3.3141 0.8365 0.22 0.69 -0.15
H 3.9633 5.1014 1.0990 0.09 -0.14 0.61
H 1.7491 4.5007 0.8946 -0.81 0.16 0.67
H 2.0516 3.3306 -0.3654 -0.39 -1.17 -0.26
H 2.2115 6.3150 -0.6876 0.14 -0.15 0.01
H 1.4389 5.1673 -1.8040 0.46 -0.12 0.60
H 5.2070 5.5838 -0.7698 -0.71 -1.50 -0.22
H 5.0246 3.7395 -1.2244 -0.19 1.35 -0.56
C -1.8408 -2.7378 5.0370 0.36 0.33 -0.36
C -0.9253 -3.3681 6.0754 0.06 2.32 0.51
C 0.4171 -3.5028 5.3741 2.06 0.15 0.35
O 0.4105 -2.5975 4.2501 -1.23 0.23 0.58
C -0.9138 -1.9299 4.1601 1.72 0.48 -0.63
H -2.7039 -2.1978 5.4718 0.51 -0.30 -0.39
H -2.1235 -3.5428 4.4195 -1.23 -1.00 -0.79
H -1.4918 -4.1373 6.5663 0.60 -0.95 0.14
H -0.7604 -2.5699 6.8037 -0.06 -0.20 0.45
H 0.6823 -4.4682 4.9687 -0.39 -0.64 -0.09
H 1.3518 -3.2555 6.0397 -1.88 -0.13 -0.86
H -1.0984 -1.8929 3.0604 -0.33 -0.21 0.93
H -0.7734 -0.8895 4.4862 -0.11 -0.15 0.11
C -0.0913 -1.7573 -6.5556 1.23 1.19 -0.10
C 1.0306 -0.8283 -5.9435 -2.16 0.08 0.50
C 0.1763 0.3408 -5.3660 -0.47 -0.13 -2.25
O -1.1815 -0.0965 -5.3150 0.56 0.47 0.64
C -1.3807 -0.9928 -6.3477 -0.84 -0.32 -1.09
H -0.0356 -2.6762 -6.0479 -0.26 -1.31 0.51
H 0.1205 -1.8964 -7.6092 -0.12 -0.29 -0.15
H 1.6730 -0.4933 -6.7284 0.71 0.22 -0.16
H 1.5407 -1.3392 -5.1328 0.32 0.00 -0.18
H 0.2135 1.2206 -6.0499 0.21 -0.33 0.47
H 0.3824 0.5982 -4.3829 0.88 0.72 1.73
H -1.5926 -0.4659 -7.3183 -0.24 -0.22 0.72
H -2.2444 -1.5853 -6.0128 0.21 -0.07 -0.63
C -1.8258 6.6101 -3.3923 2.19 -1.31 -0.77
C -1.3896 6.7097 -1.9267 -1.66 0.07 -0.26
C -1.8326 5.3169 -1.3964 -1.88 0.27 0.65
O -2.2913 4.4964 -2.4836 0.15 0.68 -0.42
C -1.7605 5.1171 -3.6534 1.29 -0.89 0.17
H -1.0286 6.9706 -4.0438 -0.46 0.87 -0.15
H -2.7800 6.9474 -3.6420 -1.47 1.12 -0.12
H -1.8504 7.6367 -1.4989 0.14 -1.17 0.21
H -0.3420 6.8316 -1.8193 1.06 0.06 -0.14
H -2.7247 5.4040 -0.7609 0.30 0.16 0.11
H -1.1208 4.7479 -0.8343 0.88 -0.02 0.26
H -2.2329 4.6760 -4.5762 0.42 0.66 0.99
H -0.6440 4.9325 -3.6340 -0.88 -0.45 -0.55
C -2.9064 -6.0025 -0.3276 1.07 0.90 0.58
C -1.5981 -5.2366 -0.3096 1.49 2.13 -1.34
C -1.5205 -4.7068 1.1126 -0.70 0.39 -0.44
O -2.8904 -4.4295 1.4288 -0.55 -0.32 0.45
C -3.7557 -5.0437 0.4501 0.64 0.46 0.27
H -2.8052 -6.9136 0.2191 0.00 -0.87 0.27
H -3.3243 -6.1599 -1.2822 -0.26 -0.41 -1.22
H -1.7048 -4.3040 -0.9792 0.17 -1.40 0.70
H -0.6246 -5.7072 -0.5713 -0.90 -0.15 -0.09
H -0.9737 -3.7664 1.2792 0.09 -0.42 -0.36
H -1.1021 -5.4841 1.7344 0.02 -0.30 0.69
H -4.1559 -4.2560 -0.1772 -0.19 0.19 -0.25
H -4.5505 -5.5924 0.8956 -0.81 -0.08 0.85
C -3.2642 -1.1410 1.0084 -0.21 -1.31 -0.94
C -2.7488 0.1543 1.5079 0.33 0.29 -0.66
O -1.3240 0.0239 1.4210 1.04 -0.38 0.92
S -0.9223 -0.7841 0.1354 -0.61 -0.87 -0.58
O 0.1874 -1.6309 0.3941 -0.24 -0.52 0.87
O -0.7770 0.0525 -0.9849 -0.15 1.27 -1.02
O -2.3252 -1.5731 -0.0619 0.72 0.61 1.47
H -4.1755 -0.9692 0.4455 -0.39 -0.31 0.40
H -3.3185 -1.9233 1.7796 -0.05 0.07 -0.49
H -3.0855 0.4216 2.5018 0.32 0.06 0.09
H -2.9519 0.9052 0.7865 -0.81 0.98 -0.28
C 3.1642 -0.7870 3.3732 0.92 0.54 -0.01
C 2.8155 -0.0426 2.0407 1.11 -0.87 -0.07
O 3.1865 1.3463 2.2549 1.92 -0.53 0.50
S 4.2092 1.4383 3.5473 0.11 -0.98 -0.70
O 3.9611 2.7030 4.1269 0.17 0.14 0.16
O 5.5648 0.9695 3.3240 -1.59 0.82 -0.54
O 3.4819 0.2860 4.3352 -0.30 -0.42 -0.14
H 4.0758 -1.4287 3.2181 -0.95 0.72 0.29
H 2.3613 -1.3350 3.8290 -0.39 -0.30 -0.03
H 1.7715 0.0489 1.7685 -0.08 -0.58 0.02
H 3.4399 -0.6122 1.2739 -1.02 1.39 0.44
```
Positions in Å, forces in eV/Å.

=====

No. 2
The following is a quantum chemistry calculation of a cluster of 2 separate species, C9H15ClN4S in total in a non-equilibrium geometry, from the Open Molecules 2025 dataset.

## Properties
* HOMO: -0.549 Eh
* multiplicity: 1
* LUMO level: -6.46 eV
* charge: +2

```
30
Properties=species:S:1:pos:R:3:forces:R:3
C -2.0685 1.2189 0.6509 -0.70 -2.63 -1.42
C -3.3058 0.5699 0.7717 0.33 0.07 0.18
C -2.1890 -1.2580 -0.2990 -0.52 0.03 -0.01
C -0.9480 0.7372 -0.0473 -2.13 -0.06 0.12
C -1.0412 -0.5272 -0.5838 0.34 -1.25 0.70
C -3.3786 -0.7193 0.2128 0.40 0.23 0.44
C 1.2119 1.2816 -0.6671 2.38 -3.76 -0.35
C 2.0425 -1.0221 0.5729 -1.42 -0.31 -1.80
C 2.6218 -2.4655 0.3771 1.82 1.60 0.12
N 0.0652 1.6372 -0.3239 1.54 0.70 -0.63
N 1.6365 -0.4261 -0.7925 -0.03 2.64 1.91
N 0.0408 4.3945 -0.6789 -0.49 0.11 -2.17
N 1.5201 -3.4486 0.3532 -0.63 2.01 -3.16
S 0.3515 -1.2404 -1.4748 -1.32 0.47 -0.52
Cl -4.8086 -1.7241 0.2005 0.81 0.75 0.24
H -2.0017 2.1750 0.9468 0.16 3.33 1.43
H -4.1198 1.0792 1.3404 0.62 -0.69 -0.80
H -2.1786 -2.3143 -0.3653 -0.05 -0.95 -0.88
H 2.1723 1.8140 -0.9513 -1.70 -0.23 0.39
H 1.1750 -0.8909 1.2876 1.15 -0.49 -0.37
H 2.9087 -0.5059 0.8484 1.00 1.31 0.87
H 3.2894 -2.7109 1.2715 -0.81 0.33 -1.39
H 3.2694 -2.4216 -0.6440 -1.71 -0.62 2.45
H -0.2599 3.3075 -0.7513 1.21 1.63 0.45
H -0.4770 4.8152 0.1167 0.67 -0.01 -0.58
H -0.1787 4.9165 -1.5947 -0.29 -0.89 1.70
H 1.0746 4.5455 -0.6478 -0.95 -0.49 0.75
H 1.0270 -3.2182 -0.5688 0.57 -1.05 0.58
H 0.7650 -3.2237 0.9435 -0.85 0.43 1.83
H 1.7837 -4.3751 0.4967 0.61 -2.22 -0.07
```
Positions in Å, forces in eV/Å.

=====

No. 3
The following is a quantum chemistry calculation of an isolated molecule of C6H12O2 in a non-equilibrium geometry, from the Open Molecules 2025 dataset.

## Properties
* HOMO: -0.359 Eh
* energy relative to the best compared isomer or geometry (same formula, charge and spin): 40.86 kcal per mole
* multiplicity: 1
* LUMO level: 0.85 eV
* structure (SMILES): C=C[C@H](O)[C@@H](C)CO
* charge: 0

```
20
Properties=species:S:1:pos:R:3:forces:R:3
C 0.0132 -0.4624 -0.7974 -0.16 0.23 -0.04
C -0.3081 -0.0813 0.6661 0.36 0.17 0.39
C -1.8152 -0.1458 0.9805 -0.12 -0.20 -0.45
C 0.2114 1.3095 1.0578 0.26 -0.15 -0.05
C 1.4491 -0.3131 -1.2250 1.10 -0.58 0.75
C 2.4876 -0.9144 -0.6295 -0.53 0.38 -0.40
O -0.8043 0.3079 -1.6818 -0.12 0.34 -0.13
O -2.4906 -1.1430 0.2292 -0.04 0.05 -0.46
H -0.4498 1.2130 -1.6945 -0.26 -0.40 -0.01
H -2.4878 -0.8296 -0.6984 -0.03 -0.24 0.66
H -0.2665 -1.5099 -0.9658 -0.16 0.27 0.08
H 0.1918 -0.8141 1.3140 0.00 0.00 -0.18
H -1.9564 -0.3799 2.0417 0.01 -0.01 -0.20
H -2.3119 0.8126 0.7929 0.27 0.15 0.03
H 1.6471 0.2915 -2.1077 -0.19 0.02 0.07
H 1.3052 1.3380 1.0687 -0.15 0.01 -0.04
H -0.1402 2.0795 0.3627 -0.04 -0.03 0.09
H -0.1314 1.5861 2.0608 -0.03 -0.05 -0.16
H 3.4977 -0.7824 -1.0072 -0.15 -0.04 0.07
H 2.3591 -1.5624 0.2327 0.01 0.07 -0.04
```
Positions in Å, forces in eV/Å.

=====

| no. | frontier orbital gap (eV) |
| --- | --- |
| 1 | 9.176 |
| 2 | 8.470 |
| 3 | 10.615 |